DFT (wB97M-V/def2-TZVPD) results for a molecular structure, C33H29N3O3PbSSi.

```
! RIJCOSX wB97M-V def2-TZVPD def2/J DEFGRID3
* xyz 0 1
Pb -0.173 -0.244 0.269
C -3.227 -0.821 5.224
O -2.226 -0.522 4.273
C -2.099 0.781 3.899
C -2.831 1.819 4.428
C -2.647 3.133 3.965
C -1.725 3.377 2.987
C -0.974 2.326 2.424
C 0.056 2.678 1.470
N 0.665 1.835 0.724
N 1.746 2.257 -0.010
C 2.356 1.205 -0.497
O 1.966 -0.017 -0.353
C 3.622 1.439 -1.244
C 3.879 2.670 -1.839
C 5.044 2.858 -2.566
C 5.964 1.825 -2.690
C 5.719 0.601 -2.081
C 4.548 0.407 -1.365
C -1.144 1.003 2.865
O -0.449 -0.028 2.420
H -3.231 -1.902 5.334
H -4.212 -0.488 4.883
H -3.011 -0.361 6.192
H -3.555 1.633 5.208
H -3.221 3.941 4.399
H -1.554 4.387 2.632
H 0.396 3.713 1.432
H 3.155 3.466 -1.730
H 5.235 3.813 -3.038
H 6.873 1.975 -3.259
H 6.441 -0.202 -2.164
H 4.340 -0.543 -0.887
S -1.753 0.562 -4.315
C -0.085 0.206 -4.617
C 0.603 0.241 -5.827
C 1.938 -0.112 -5.817
C 2.566 -0.513 -4.631
C 1.880 -0.554 -3.435
C 0.543 -0.160 -3.424
N -0.299 -0.125 -2.313
C -1.505 0.205 -2.638
C -2.592 0.241 -1.644
C -3.919 0.371 -2.046
C -4.937 0.326 -1.109
C -4.633 0.127 0.229
C -3.310 -0.008 0.635
C -2.286 0.076 -0.295
H 0.107 0.528 -6.744
H 2.501 -0.087 -6.740
H 3.610 -0.798 -4.650
H 2.345 -0.880 -2.518
H -4.159 0.484 -3.098
H -5.966 0.427 -1.426
H -5.427 0.073 0.963
H -3.091 -0.187 1.676
C 1.201 -6.022 1.510
Si 0.314 -5.397 0.000
C -1.432 -6.038 -0.059
C 1.224 -5.845 -1.559
C 0.245 -3.561 0.122
C 0.189 -2.353 0.223
H 1.287 -7.111 1.504
H 0.662 -5.725 2.412
H 2.206 -5.598 1.567
H -1.440 -7.130 -0.103
H -1.956 -5.657 -0.938
H -1.989 -5.728 0.827
H 1.323 -6.930 -1.653
H 2.225 -5.409 -1.567
H 0.688 -5.475 -2.436
*
```

The gap between HOMO and LUMO comes out at 0.2709 hartree. The highest occupied orbital energy is -7.6486 eV. The maximum force is 0.41 eV Å⁻¹. The value obtained for the energy relative to the best compared isomer or geometry (same formula, charge and spin) is 0.1895 eV.